Computed, not measured: a molecular structure, C53H51BCl2F4N2O2Ta, with the ωB97M-V functional and the def2-TZVPD basis.

Orbital gap ... 5.99 eV
HOMO energy ... -4.064 eV
Max |F| ... 0.657 eV Å⁻¹
Molar mass ... 1086.661 g mol⁻¹
Net charge ... -1

CARTESIAN COORDINATES (ANGSTROEM)
Ta  -0.209  -0.914  0.385
C  -1.505  2.063  2.970
C  -2.365  0.931  3.525
C  -3.443  0.492  2.531
C  -1.635  -0.276  4.097
C  -2.178  -0.819  5.262
C  -1.619  -1.911  5.894
C  -0.473  -2.483  5.367
C  0.105  -1.986  4.206
C  1.382  -2.637  3.711
C  2.575  -2.304  4.611
C  1.261  -4.159  3.602
C  -0.498  -0.889  3.563
N  0.130  -0.384  2.375
C  1.286  0.327  2.597
C  2.094  0.518  1.521
N  1.632  0.011  0.325
C  2.640  -0.008  -0.703
C  2.756  1.059  -1.600
C  3.808  1.015  -2.515
C  4.710  -0.033  -2.545
C  4.562  -1.081  -1.655
C  3.529  -1.086  -0.725
C  3.391  -2.265  0.213
C  3.178  -3.568  -0.557
C  4.588  -2.371  1.156
C  1.832  2.264  -1.710
C  1.364  2.929  -0.416
C  0.650  1.950  -2.630
C  3.303  1.252  1.926
C  4.450  1.703  1.338
C  5.406  2.386  2.147
C  5.223  2.601  3.486
C  4.036  2.134  4.121
C  3.691  2.272  5.497
C  2.507  1.764  5.958
C  1.582  1.084  5.112
C  1.894  0.942  3.790
C  3.123  1.481  3.320
H  -2.136  2.944  2.841
H  -1.077  1.821  2.001
H  -0.696  2.328  3.651
H  -2.886  1.353  4.394
H  -3.003  -0.032  1.684
H  -3.983  1.358  2.142
H  -4.159  -0.181  3.006
H  -3.065  -0.352  5.676
H  -2.064  -2.306  6.798
H  -0.016  -3.327  5.866
H  1.593  -2.247  2.715
H  2.372  -2.614  5.638
H  2.811  -1.242  4.620
H  3.458  -2.843  4.268
H  1.282  -4.626  4.589
H  2.102  -4.559  3.034
H  0.340  -4.472  3.115
H  3.915  1.837  -3.214
H  5.519  -0.035  -3.264
H  5.255  -1.912  -1.680
H  2.504  -2.103  0.823
H  4.080  -3.848  -1.105
H  2.356  -3.486  -1.264
H  2.945  -4.377  0.137
H  5.514  -2.496  0.591
H  4.479  -3.237  1.809
H  4.691  -1.482  1.780
H  2.446  3.011  -2.228
H  0.577  2.359  0.071
H  0.954  3.911  -0.658
H  2.181  3.073  0.291
H  -0.028  1.230  -2.170
H  0.984  1.537  -3.582
H  0.076  2.857  -2.827
H  4.651  1.553  0.285
H  6.312  2.743  1.673
H  5.974  3.124  4.064
H  4.369  2.777  6.173
H  2.258  1.872  7.006
H  0.670  0.682  5.532
Cl  -2.511  -4.959  2.493
C  -1.867  -4.556  0.885
Cl  -3.133  -4.522  -0.336
C  -1.164  -3.224  0.949
O  0.045  -3.135  0.604
O  -1.772  -2.180  1.286
H  -1.141  -5.317  0.612
C  -1.430  0.509  -0.227
C  -2.514  1.046  -0.603
C  -3.670  1.583  -0.981
C  -4.624  0.680  -1.670
C  -4.161  -0.210  -2.637
C  -5.021  -1.122  -3.231
C  -6.361  -1.153  -2.875
C  -6.834  -0.267  -1.915
C  -5.974  0.638  -1.315
C  -3.960  3.010  -0.713
C  -3.114  3.755  0.119
C  -3.353  5.093  0.366
C  -4.447  5.732  -0.209
C  -5.286  5.009  -1.041
C  -5.047  3.665  -1.292
H  -3.113  -0.194  -2.905
H  -4.637  -1.810  -3.973
H  -7.035  -1.861  -3.342
H  -7.877  -0.289  -1.621
H  -6.342  1.311  -0.552
H  -2.261  3.265  0.567
H  -2.680  5.642  1.013
H  -4.637  6.780  -0.013
H  -6.135  5.493  -1.509
H  -5.704  3.124  -1.959
F  0.716  -1.539  -1.549
B  -0.356  -2.256  -2.255
F  -1.419  -1.998  -1.319
F  -0.062  -3.581  -2.323
F  -0.602  -1.679  -3.453